{
  "formula": "C4H9NO",
  "method": "ωB97M-V with the def2-TZVPD basis set",
  "homo_lumo_gap_ev": [8.21, 3.01],
  "total_charge": 1,
  "e_tot_ev": -7819.53455,
  "homo_ev": [-13.530, -12.825],
  "e_above_lowest_kcal_mol": 86.71,
  "spin_multiplicity": 2,
  "elements": ["C", "C", "N", "H", "H", "H", "H", "H", "O", "C", "C", "H", "H", "H", "H"],
  "positions_angstrom": [[0.6992, -1.9140, -1.3576], [-0.5117, -2.6942, 0.4530], [-0.0004, -2.9349, -0.6505], [0.3281, -0.8761, -1.1924], [1.8552, -2.0512, -1.1043], [0.6555, -2.1357, -2.4238], [-0.9878, -3.4764, 0.9835], [-0.3917, -1.8341, 1.1032], [0.9976, 2.9601, 0.9100], [0.2422, 2.0900, 0.5402], [-1.2977, 2.3346, 0.1944], [0.7400, 1.1195, 0.6625], [-1.3401, 3.0560, -0.5980], [-1.7264, 1.3908, -0.1519], [-1.9025, 2.7719, 1.0156]],
  "mulliken_spin": [0.064, -0.050, 0.702, 0.034, 0.012, 0.027, 0.046, 0.062, 0.087, -0.014, 0.018, 0.015, 0.000, -0.001, 0.000]
}

{
  "formula": "C4H9NO",
  "method": "ωB97M-V with the def2-TZVPD basis set",
  "homo_lumo_gap_ev": [9.05, 7.80],
  "total_charge": 1,
  "e_tot_ev": -7820.36625,
  "homo_ev": [-14.686, -15.006],
  "e_above_lowest_kcal_mol": 67.53,
  "spin_multiplicity": 2,
  "elements": ["C", "C", "C", "C", "N", "O", "H", "H", "H", "H", "H", "H", "H", "H", "H"],
  "positions_angstrom": [[0.2147, -1.5261, 0.9864], [-0.4691, -1.1957, -0.2205], [-1.0801, 0.0913, -0.3809], [-0.2782, 1.2303, -0.0376], [-0.8512, 2.4741, -0.1858], [0.8918, 1.1265, 0.3228], [-0.0598, -1.0272, 1.9038], [0.5624, -2.5430, 1.0677], [0.7800, -0.7890, 0.2190], [-0.5111, -1.8818, -1.0621], [2.6620, -1.3102, -1.0111], [2.3885, -0.6389, -1.1163], [-2.0699, 0.2761, -0.7663], [-1.8491, 2.4991, 0.0077], [-0.3309, 3.2145, 0.2732]],
  "mulliken_spin": [0.117, 0.004, 0.548, 0.042, 0.053, 0.153, -0.002, 0.007, 0.028, 0.036, 0.000, 0.000, 0.018, -0.002, -0.003]
}

{
  "formula": "C4H9NO",
  "method": "ωB97M-V with the def2-TZVPD basis set",
  "homo_lumo_gap_ev": [11.91, 5.61],
  "total_charge": 1,
  "e_tot_ev": -7821.63859,
  "homo_ev": [-15.873, -14.598],
  "e_above_lowest_kcal_mol": 38.19,
  "spin_multiplicity": 2,
  "elements": ["C", "C", "C", "C", "O", "N", "H", "H", "H", "H", "H", "H", "H", "H", "H"],
  "positions_angstrom": [[1.6016, -0.6156, 0.3425], [0.1074, -0.5398, 0.0274], [-0.1647, 0.7186, -0.8841], [-1.6132, 1.0324, -0.8300], [-1.9981, 2.1269, -1.0520], [-0.7397, -0.4461, 1.1742], [2.2057, 0.0934, -0.2247], [2.1179, -1.5694, 0.2354], [1.8039, -0.4015, 1.3998], [-0.1607, -1.4241, -0.5498], [0.0177, 0.3700, -1.9092], [0.5783, 1.4663, -0.6413], [-2.2549, 0.1721, -0.5143], [-0.5367, 0.3409, 1.7906], [-0.9645, -1.3242, 1.6353]],
  "mulliken_spin": [0.095, 0.002, 0.100, -0.020, 0.298, 0.510, -0.008, 0.006, -0.002, -0.006, -0.005, -0.002, 0.054, -0.013, -0.009]
}

{
  "formula": "C4H9NO2",
  "method": "ωB97M-V with the def2-TZVPD basis set",
  "homo_lumo_gap_ev": 10.87,
  "total_charge": 0,
  "e_tot_ev": -9877.35970,
  "homo_ev": -10.044,
  "smiles": "C/N=C/CO.C=O",
  "e_above_lowest_kcal_mol": 62.29,
  "elements": ["C", "N", "C", "C", "O", "H", "H", "H", "H", "H", "H", "H", "C", "O", "H", "H"],
  "positions_angstrom": [[-2.2572, -0.7389, -0.6318], [-0.8239, -0.6346, -0.7938], [-0.2555, 0.4811, -0.6198], [1.2303, 0.5587, -0.8676], [1.7755, -0.7185, -1.0570], [-2.6932, -1.0399, -1.5904], [-2.4845, -1.5285, 0.0911], [-2.7317, 0.1970, -0.3022], [-0.7840, 1.3964, -0.3238], [1.4006, 1.2051, -1.7447], [1.7237, 1.0485, -0.0183], [1.0013, -1.2922, -1.2140], [1.1327, -0.2141, 2.1979], [0.2900, 0.6496, 2.2556], [1.8682, -0.3568, 3.0120], [1.2298, -0.8862, 1.3249]],
  "mulliken_charge": [-0.750, -0.345, 0.119, -0.647, -0.563, 0.278, 0.256, 0.286, 0.324, 0.331, 0.276, 0.420, -0.089, -0.394, 0.286, 0.213]
}

{
  "formula": "C4H9NO2",
  "method": "ωB97M-V with the def2-TZVPD basis set",
  "homo_lumo_gap_ev": 8.93,
  "total_charge": 0,
  "e_tot_ev": -9876.33738,
  "homo_ev": -8.484,
  "e_above_lowest_kcal_mol": 85.86,
  "elements": ["C", "C", "N", "C", "O", "O", "C", "H", "H", "H", "H", "H", "H", "H", "H", "H"],
  "positions_angstrom": [[-2.4159, 0.9136, 1.0226], [-1.4402, -0.0060, 0.4312], [-0.5672, 0.2739, -0.4348], [0.5028, -1.0454, -0.4963], [0.8852, -1.3075, 0.6504], [1.4478, -0.5382, -1.4199], [2.6884, -0.1284, -0.8138], [-2.6488, 1.7643, 0.3818], [-3.3123, 0.4054, 1.3755], [-1.8630, 1.2720, 1.9004], [-1.2787, -0.9934, 0.8880], [-0.4786, -1.7609, -0.9253], [-0.5913, 1.0214, -1.1170], [3.3197, 0.2755, -1.6154], [2.5507, 0.6564, -0.0563], [3.2125, -0.9597, -0.3308]],
  "mulliken_charge": [-1.078, 0.198, -0.170, 0.147, -0.680, -0.384, -0.578, 0.319, 0.323, 0.273, 0.378, 0.292, 0.229, 0.233, 0.271, 0.228]
}

{
  "formula": "C4H9NO2",
  "method": "ωB97M-V with the def2-TZVPD basis set",
  "homo_lumo_gap_ev": 9.99,
  "total_charge": 0,
  "e_tot_ev": -9875.94908,
  "homo_ev": -9.708,
  "smiles": "C[C@@H](O)[C@H](N)C=O",
  "e_above_lowest_kcal_mol": 94.81,
  "elements": ["C", "C", "O", "C", "N", "C", "O", "H", "H", "H", "H", "H", "H", "H", "H", "H"],
  "positions_angstrom": [[-0.5021, 1.3496, 1.1556], [-0.2749, 0.5653, -0.2225], [0.4795, 1.3305, -1.1398], [0.3328, -0.7700, -0.3025], [0.4225, -1.0852, -1.7229], [-0.2663, -1.8046, 0.8002], [-1.4705, -2.3249, 0.7573], [-0.8647, 2.3634, 0.9337], [-1.4545, 0.9061, 1.7060], [0.3860, 1.1195, 1.7111], [-1.2623, 0.4598, -0.6202], [1.2312, 1.6808, -0.6203], [1.3177, -0.6460, 0.1153], [0.0017, -0.3491, -2.2685], [1.4498, -0.5727, -1.7874], [0.4742, -2.2224, 1.5048]],
  "mulliken_charge": [-1.348, 0.099, -0.578, 0.033, -0.701, -0.164, -0.499, 0.357, 0.304, 0.418, 0.389, 0.370, 0.280, 0.381, 0.350, 0.309]
}

{
  "formula": "C4H9NO2",
  "method": "ωB97M-V with the def2-TZVPD basis set",
  "homo_lumo_gap_ev": 9.83,
  "total_charge": 0,
  "e_tot_ev": -9878.28337,
  "homo_ev": -9.022,
  "smiles": "CNCC(=O)OC",
  "e_above_lowest_kcal_mol": 40.98,
  "elements": ["C", "N", "C", "C", "O", "O", "C", "H", "H", "H", "H", "H", "H", "H", "H", "H"],
  "positions_angstrom": [[-2.5782, -0.1547, 0.2724], [-1.3897, -0.5670, -0.4459], [-0.1796, 0.0070, 0.0863], [0.7403, 0.5689, -0.9804], [0.3339, 1.0515, -2.0081], [2.0608, 0.5864, -0.7065], [2.6660, -0.1219, 0.3777], [-2.4352, -0.3281, 1.3476], [-3.4200, -0.7696, -0.0550], [-2.8286, 0.9109, 0.1282], [-1.4705, -0.3743, -1.4377], [0.3307, -0.7507, 0.6761], [-0.3576, 0.8528, 0.7776], [3.2179, 0.5913, 0.9933], [3.3500, -0.8598, -0.0491], [1.9598, -0.6427, 1.0236]],
  "mulliken_charge": [-0.945, -0.403, -0.266, 0.651, -0.564, -0.356, -0.594, 0.327, 0.317, 0.332, 0.285, 0.126, 0.294, 0.245, 0.235, 0.315]
}

{
  "formula": "C4H9NO2",
  "method": "ωB97M-V with the def2-TZVPD basis set",
  "homo_lumo_gap_ev": 10.58,
  "total_charge": 0,
  "e_tot_ev": -9877.97400,
  "homo_ev": -9.755,
  "smiles": "CNC(=O)CCO",
  "e_above_lowest_kcal_mol": 48.12,
  "elements": ["C", "N", "C", "O", "C", "C", "O", "H", "H", "H", "H", "H", "H", "H", "H", "H"],
  "positions_angstrom": [[2.8026, -0.0737, 0.8680], [1.4396, -0.7936, 0.6458], [0.5149, -0.2498, -0.3366], [0.9385, 0.3808, -1.3717], [-0.9728, -0.5309, -0.1628], [-1.9376, 0.5740, -0.7388], [-3.3245, 0.4397, -0.3327], [3.5012, -0.3548, 0.0892], [3.2556, -0.2097, 1.8569], [2.6063, 1.0190, 0.7934], [1.0156, -1.2995, 1.4324], [-1.2321, -1.4769, -0.7757], [-1.1616, -0.7081, 0.9567], [-1.6846, 1.6591, -0.3798], [-1.9361, 0.4552, -1.8708], [-3.8248, 1.1691, -0.6734]],
  "mulliken_charge": [-0.727, -0.241, 0.396, -0.608, -0.300, -0.347, -0.523, 0.240, 0.337, 0.244, 0.271, 0.195, 0.270, 0.272, 0.213, 0.308]
}

{
  "formula": "C4H9NO2",
  "method": "ωB97M-V with the def2-TZVPD basis set",
  "homo_lumo_gap_ev": 9.48,
  "total_charge": 0,
  "e_tot_ev": -9875.17236,
  "homo_ev": -8.765,
  "e_above_lowest_kcal_mol": 112.73,
  "elements": ["C", "C", "C", "O", "N", "C", "O", "H", "H", "H", "H", "H", "H", "H", "H", "H"],
  "positions_angstrom": [[-1.2125, 1.3223, -0.1628], [-0.1697, 0.4031, 0.3551], [-0.8753, -0.9669, 0.2516], [-0.4346, -1.9381, 1.0704], [1.0922, 0.4750, -0.3735], [2.1208, -0.3608, -0.1521], [2.0942, -1.3283, 0.6025], [-0.9665, 2.0627, -0.9074], [-1.7763, 1.7835, 0.6793], [-1.6140, 0.3452, -1.2384], [0.0380, 0.5276, 1.4301], [-1.9574, -0.9238, 0.3148], [-1.1703, -0.7147, -1.3451], [0.5496, -1.8700, 1.1374], [1.2497, 1.2930, -0.9441], [3.0319, -0.1100, -0.7177]],
  "mulliken_charge": [-1.009, -0.041, -0.503, -0.510, -0.042, 0.076, -0.667, 0.464, 0.225, 0.045, 0.269, 0.404, 0.176, 0.526, 0.228, 0.358]
}

{
  "formula": "C4H9NO2",
  "method": "ωB97M-V with the def2-TZVPD basis set",
  "homo_lumo_gap_ev": 9.33,
  "total_charge": 0,
  "e_tot_ev": -9876.87234,
  "homo_ev": -8.573,
  "smiles": "c1cc[nH]c1.O.O",
  "e_above_lowest_kcal_mol": 73.52,
  "elements": ["C", "C", "C", "N", "C", "H", "H", "H", "H", "H", "O", "H", "H", "O", "H", "H"],
  "positions_angstrom": [[-0.3747, -1.3352, 0.3969], [-0.6064, -0.7216, 1.6747], [-1.5877, 0.2111, 1.5295], [-1.9632, 0.2584, 0.1432], [-1.1267, -0.6203, -0.5330], [0.1285, -2.2150, 0.2960], [0.1980, -0.6258, 2.3871], [-1.7851, 1.0887, 2.1891], [-2.9736, 0.6230, -0.1743], [-0.7424, -0.3959, -1.5780], [2.6094, -0.1583, -0.1447], [3.2684, 0.1058, 0.5079], [1.7977, -0.3927, 0.4008], [0.7933, 1.6999, -2.5014], [1.4243, 1.2828, -2.9536], [0.9402, 1.1952, -1.6402]],
  "mulliken_charge": [-0.790, -0.203, -0.333, -0.130, -0.496, 0.613, 0.348, 0.340, 0.286, 0.425, -0.660, 0.308, 0.307, -0.630, 0.299, 0.316]
}